C48H98B3F12N14O4 | the ωB97M-V functional and the def2-TZVPD basis

Last column: Mulliken charge in e.
Atoms and positions in Å:
C 17.98 -4.76 -8.76  0.637
C 18.09 -5.48 -10.16  -0.315
N 17.92 -4.45 -11.17  1.510
C 17.12 -4.48 -12.29  -1.990
C 17.36 -3.33 -13.03  -0.707
N 18.53 -2.77 -12.48  1.199
C 18.91 -3.51 -11.38  -0.127
C 19.35 -1.78 -13.09  -1.146
H 17.15 -4.06 -8.83  0.286
H 18.88 -4.21 -8.47  -0.380
H 17.81 -5.51 -7.98  -0.584
H 17.18 -6.08 -10.18  -1.448
H 18.95 -6.11 -10.38  0.574
H 16.40 -5.28 -12.32  1.531
H 17.07 -2.88 -13.97  0.686
H 19.78 -3.37 -10.75  0.164
H 18.82 -1.32 -13.94  0.099
H 20.33 -2.12 -13.41  -0.435
H 19.46 -0.87 -12.49  -1.496
C 23.52 -6.75 -3.97  -1.076
C 23.18 -7.38 -5.39  -0.604
N 22.80 -6.38 -6.31  0.396
C 23.65 -5.52 -7.00  -1.721
C 22.89 -4.95 -8.03  -0.633
N 21.55 -5.17 -7.82  0.819
C 21.54 -6.21 -6.88  -1.009
C 20.54 -4.57 -8.64  -0.291
H 22.71 -6.11 -3.63  0.309
H 24.46 -6.19 -4.03  0.375
H 23.66 -7.57 -3.27  0.385
H 22.37 -8.11 -5.37  0.384
H 24.14 -7.80 -5.69  0.423
H 24.71 -5.45 -6.85  0.493
H 23.15 -4.44 -8.95  1.235
H 20.67 -6.84 -6.75  0.901
H 20.07 -5.38 -9.20  0.180
H 20.92 -3.96 -9.47  -0.037
H 19.89 -3.95 -8.01  1.128
C 17.49 2.62 -8.72  -1.745
C 18.22 2.18 -10.01  0.111
N 17.30 1.44 -10.80  0.680
C 16.59 1.79 -11.99  -0.541
C 15.96 0.60 -12.45  -0.739
N 16.21 -0.36 -11.48  0.533
C 17.09 0.14 -10.54  -0.918
C 15.93 -1.76 -11.69  -0.581
H 17.63 1.81 -8.00  -0.180
H 16.43 2.86 -8.86  0.477
H 17.84 3.62 -8.43  0.522
H 19.12 1.68 -9.67  -0.373
H 18.60 3.01 -10.61  0.833
H 16.69 2.80 -12.37  0.599
H 15.56 0.31 -13.41  0.497
H 17.39 -0.46 -9.69  -0.024
H 15.39 -1.84 -12.64  0.786
H 15.53 -2.12 -10.75  -0.153
H 16.92 -2.18 -11.89  0.042
C 17.13 -12.33 -9.43  -1.043
C 17.72 -11.43 -10.58  -0.521
N 18.75 -10.48 -10.02  0.353
C 20.00 -10.83 -9.41  -1.122
C 20.72 -9.67 -9.17  -0.226
N 19.96 -8.61 -9.71  0.757
C 18.77 -9.11 -10.20  0.030
C 20.39 -7.18 -9.71  -1.670
H 16.94 -11.70 -8.57  0.266
H 17.89 -13.07 -9.17  0.392
H 16.18 -12.70 -9.82  0.386
H 17.08 -10.71 -11.10  0.255
H 18.29 -11.99 -11.31  0.454
H 20.15 -11.88 -9.21  0.512
H 21.69 -9.52 -8.73  0.550
H 18.08 -8.46 -10.71  -0.205
H 19.62 -6.54 -9.28  0.088
H 20.67 -6.85 -10.71  0.561
H 21.38 -7.14 -9.27  0.487
C 21.41 2.62 -11.29  -0.918
C 22.37 1.48 -11.34  -0.259
N 21.89 0.29 -10.60  0.294
C 20.71 -0.41 -10.94  -1.096
C 20.68 -1.45 -10.09  0.512
N 21.82 -1.39 -9.22  0.092
C 22.52 -0.29 -9.50  -0.004
C 22.13 -2.37 -8.18  -0.455
H 20.39 2.37 -11.58  0.109
H 21.69 3.43 -11.95  0.508
H 21.41 3.15 -10.34  0.308
H 23.27 1.71 -10.77  0.362
H 22.53 1.25 -12.39  0.226
H 20.10 0.02 -11.72  2.039
H 20.06 -2.33 -9.99  -0.412
H 23.33 0.21 -8.99  0.560
H 22.08 -1.90 -7.20  0.529
H 23.18 -2.63 -8.05  0.686
H 21.60 -3.30 -8.36  -1.156
C 14.18 1.20 -5.92  -1.140
C 14.43 0.49 -7.26  -0.528
N 15.70 -0.18 -7.11  0.644
C 16.95 0.33 -7.03  -1.095
C 17.91 -0.64 -6.95  -0.740
N 17.13 -1.86 -6.81  0.453
C 15.82 -1.58 -7.07  -0.325
C 17.71 -3.21 -6.72  0.039
H 13.34 1.89 -5.99  0.425
H 15.08 1.80 -5.75  0.351
H 14.07 0.52 -5.08  0.334
H 14.32 1.00 -8.21  0.408
H 13.62 -0.23 -7.32  0.369
H 17.04 1.40 -7.08  0.933
H 18.98 -0.71 -6.85  0.755
H 14.99 -2.27 -7.03  0.487
H 17.94 -3.53 -7.74  -0.189
H 16.99 -3.80 -6.15  -0.686
H 18.63 -3.28 -6.13  -0.064
C 19.36 -4.89 -5.29  -0.340
O 18.15 -5.70 -5.21  -0.411
C 17.00 -5.27 -5.94  0.569
C 16.04 -6.47 -5.68  -1.602
N 16.49 -7.80 -6.38  0.181
H 17.39 -8.02 -5.99  0.425
H 15.88 -8.55 -6.09  0.530
C 16.52 -7.71 -7.93  -0.296
C 15.26 -7.05 -8.54  -1.199
O 15.75 -5.78 -8.86  0.467
C 14.77 -4.89 -9.41  -1.444
H 19.38 -3.95 -4.74  0.310
H 19.44 -4.75 -6.37  -0.581
H 20.17 -5.50 -4.89  0.647
H 17.20 -4.99 -6.98  -0.206
H 16.78 -4.43 -5.28  1.039
H 15.04 -6.14 -5.95  0.364
H 15.98 -6.51 -4.59  0.559
H 16.50 -8.74 -8.30  0.117
H 17.41 -7.11 -8.11  -0.156
H 14.44 -7.12 -7.82  0.730
H 14.78 -7.43 -9.44  0.544
H 13.95 -5.34 -9.97  0.437
H 15.22 -4.07 -9.98  0.435
H 14.40 -4.33 -8.55  0.159
C 19.54 -1.45 -15.47  -0.962
O 19.80 -2.75 -14.85  -0.256
C 21.08 -3.14 -15.10  -0.999
C 21.25 -4.60 -14.58  -0.014
N 19.98 -5.40 -15.04  -0.160
H 19.16 -4.81 -15.08  0.193
H 20.08 -5.55 -16.04  0.463
C 19.46 -6.58 -14.20  0.087
C 17.89 -6.53 -14.22  -0.452
O 17.43 -5.19 -14.38  -0.569
C 15.99 -4.99 -14.50  -0.698
H 20.08 -0.65 -14.97  0.402
H 18.49 -1.23 -15.28  0.470
H 19.77 -1.42 -16.54  0.511
H 21.81 -2.46 -14.68  0.416
H 21.17 -3.06 -16.18  0.556
H 21.20 -4.52 -13.50  0.064
H 22.13 -5.10 -14.99  0.584
H 19.78 -6.44 -13.17  -0.629
H 20.02 -7.48 -14.46  0.697
H 17.38 -6.94 -13.34  0.482
H 17.52 -7.13 -15.05  0.656
H 15.49 -4.85 -13.54  0.240
H 15.52 -5.88 -14.92  0.500
H 15.80 -4.09 -15.09  0.366
B 18.49 -1.60 -9.31  1.000
F 19.45 -2.41 -8.75  -0.163
F 17.21 -2.00 -9.23  -0.748
F 18.67 -0.32 -8.68  -0.190
F 18.69 -1.40 -10.62  0.760
B 21.46 -4.29 -11.05  -1.310
F 22.85 -4.48 -11.19  -0.291
F 21.22 -3.27 -10.18  0.273
F 20.93 -4.04 -12.32  -0.014
F 20.96 -5.46 -10.57  0.020
B 16.72 -7.71 -10.94  0.551
F 17.33 -7.16 -9.89  1.280
F 15.61 -7.04 -11.29  -0.328
F 17.57 -7.89 -11.99  -0.704
F 16.28 -8.96 -10.52  -0.562

Computed properties:
Gap between HOMO and LUMO in eV: 8.614
E_HOMO in eV: -18.78
Charge: +5
F_max in eV/Å: 11.1